# 1
Computed, not measured: a molecular structure, C40H60IN2O5PSe2SiSn, with ωB97M-V with the def2-TZVPD basis set.

The geometry in XYZ format:
```
113
C40H60IN2O5PSe2SiSn (ωB97M-V with the def2-TZVPD basis set)
Sn -0.059 0.875 -0.463
C 0.367 5.836 -0.834
Se 1.489 4.260 -0.633
C 1.720 3.945 -2.549
C 3.065 3.327 -2.862
Se 3.834 2.187 -1.468
C 4.937 3.572 -0.650
H -0.491 5.612 -1.464
H 0.940 6.659 -1.254
H 0.015 6.108 0.159
H 1.615 4.917 -3.028
H 0.910 3.298 -2.882
H 3.805 4.098 -3.066
H 2.973 2.695 -3.743
H 5.579 4.027 -1.402
H 5.559 3.078 0.091
H 4.318 4.327 -0.175
O 2.138 0.961 1.633
C 2.103 1.823 2.741
C 0.769 1.814 3.458
C 0.658 2.404 4.714
C -0.550 2.334 5.381
C -1.612 1.678 4.775
C -1.410 1.135 3.519
N -0.248 1.199 2.865
H 1.717 0.121 1.896
H 2.338 2.826 2.378
H 2.872 1.556 3.475
H 1.515 2.895 5.160
H -0.662 2.783 6.360
H -2.577 1.599 5.258
H -2.216 0.649 2.984
N 0.677 -1.673 1.855
C 1.692 -2.587 2.222
C 1.654 -3.190 3.482
C 2.649 -4.067 3.870
C 3.704 -4.355 3.010
C 3.753 -3.735 1.774
C 2.769 -2.832 1.366
P 2.881 -1.869 -0.202
C 4.689 -1.537 -0.245
C 5.622 -2.217 -1.020
C 6.975 -1.913 -0.927
C 7.413 -0.928 -0.054
C 6.487 -0.244 0.727
C 5.136 -0.538 0.624
C 2.645 -3.157 -1.483
C 2.043 -4.385 -1.221
C 1.771 -5.275 -2.253
C 2.119 -4.962 -3.558
C 2.722 -3.740 -3.832
C 2.972 -2.844 -2.805
H 0.283 -1.810 0.930
H -0.083 -1.608 2.518
H 0.821 -2.979 4.145
H 2.598 -4.531 4.847
H 4.482 -5.047 3.305
H 4.591 -3.928 1.115
H 5.302 -3.005 -1.692
H 7.688 -2.454 -1.536
H 8.468 -0.695 0.020
H 6.819 0.530 1.409
H 4.410 0.016 1.211
H 1.777 -4.652 -0.205
H 1.291 -6.220 -2.032
H 1.914 -5.660 -4.360
H 2.982 -3.477 -4.850
H 3.418 -1.882 -3.034
I 0.706 -0.053 -3.005
C -3.852 -1.524 2.121
C -4.352 -2.001 0.763
C -5.840 -2.290 0.811
C -3.569 -3.216 0.289
O -4.206 -0.943 -0.205
Si -2.918 0.046 -0.433
O -1.480 -0.629 -0.093
O -2.962 1.431 0.501
C -3.815 2.582 0.412
C -3.252 3.512 -0.660
C -5.249 2.179 0.098
C -3.757 3.261 1.768
O -2.942 0.639 -1.974
C -3.480 0.150 -3.218
C -2.922 1.069 -4.293
C -3.030 -1.291 -3.429
C -5.000 0.248 -3.197
H -4.045 -2.284 2.880
H -4.362 -0.602 2.412
H -2.775 -1.334 2.094
H -6.046 -3.127 1.481
H -6.204 -2.545 -0.186
H -6.388 -1.415 1.165
H -3.639 -4.018 1.026
H -2.517 -2.964 0.142
H -3.974 -3.581 -0.657
H -3.320 3.056 -1.648
H -2.199 3.717 -0.447
H -3.795 4.459 -0.667
H -5.317 1.589 -0.815
H -5.856 3.077 -0.032
H -5.675 1.589 0.914
H -2.741 3.590 1.994
H -4.083 2.577 2.553
H -4.415 4.132 1.778
H -1.846 0.933 -4.407
H -3.114 2.109 -4.022
H -3.408 0.868 -5.250
H -1.950 -1.345 -3.554
H -3.512 -1.706 -4.317
H -3.310 -1.914 -2.575
H -5.311 1.288 -3.078
H -5.428 -0.346 -2.387
H -5.400 -0.118 -4.144
```

Values from the calculation:
E_tot: -7991.8996 hartree
multiplicity: 1
charge: 0
frontier orbital gap: 7.81 eV
E_HOMO: -7.59 eV

Mulliken population analysis, charges in e, atoms 1 to 99: Sn 0.678; C -1.208; Se 0.299; C -0.294; C -1.065; Se 0.207; C -1.088; H 0.323; H 0.326; H 0.351; H 0.540; H 0.051; H 0.413; H 0.432; H 0.362; H 0.253; H 0.353; O 0.471; C -1.017; C 0.615; C -0.919; C -0.460; C -1.151; C -0.648; N 0.489; H -0.168; H 0.499; H 0.354; H 0.503; H 0.408; H 0.494; H 0.660; N 0.194; C 0.249; C -0.691; C -0.607; C -0.912; C -0.117; C -0.300; P 1.457; C 0.084; C -0.182; C -0.641; C -0.619; C -0.535; C -0.743; C 0.510; C -0.636; C -0.657; C -0.593; C -0.869; C -0.722; H -0.296; H -0.062; H 0.469; H 0.385; H 0.435; H 0.439; H 0.386; H 0.420; H 0.372; H 0.470; H 0.434; H 0.358; H 0.424; H 0.393; H 0.421; H 0.798; I -0.738; C -0.998; C 1.985; C -1.940; C -1.572; O -0.204; Si -3.052; O 1.791; O 0.990; C 1.913; C -1.283; C -1.482; C -1.766; O 0.764; C 1.619; C -1.450; C -1.109; C -1.637; H 0.681; H 0.150; H -0.353; H 0.419; H 0.331; H 0.379; H 0.489; H 0.087; H 0.335; H -0.030; H 0.207; H 0.545; H 0.047


# 2
Computed, not measured: C6H4Cl2N2 in the gas phase in a non-equilibrium geometry, with ωB97M-V with the def2-TZVPD basis set.

The geometry in XYZ format:
```
14
C6H4Cl2N2 (ωB97M-V with the def2-TZVPD basis set)
C -1.061 1.222 -1.179
C -1.089 -1.339 1.178
C 1.239 0.765 0.056
C 1.110 -0.768 -0.006
C -0.325 0.850 -0.030
C -0.396 -0.808 0.022
N -1.817 1.588 -1.992
N -1.694 -1.569 2.099
Cl -1.285 1.771 1.220
Cl -1.192 -1.665 -1.352
H 1.576 1.255 0.985
H 1.829 1.206 -0.800
H 1.343 -1.295 -1.009
H 1.763 -1.213 0.809
```

Values from the calculation:
E_tot: -1260.6395 hartree
multiplicity: 3
charge: 0
frontier orbital gap (spin up / spin down): 6.68 / 6.07 eV
E_HOMO (spin up / spin down): -6.19 / -11.32 eV

List of Mulliken charges in e, atom by atom: C -0.256; C -0.187; C -0.570; C -0.497; C 0.659; C 0.685; N -0.403; N -0.380; Cl 0.009; Cl -0.156; H 0.272; H 0.267; H 0.273; H 0.283


# 3
Computed, not measured: a molecular structure, C51H81IInN21O3P in a non-equilibrium geometry, with ωB97M-V with the def2-TZVPD basis set.

The geometry in XYZ format:
```
159
C51H81IInN21O3P (ωB97M-V with the def2-TZVPD basis set)
C -2.338 5.036 -2.115
C -1.476 5.382 -1.291
C -0.433 5.789 -0.361
C 0.533 4.681 0.031
C 1.535 4.217 -1.034
In 0.807 3.000 -2.747
N 0.187 4.353 -4.294
C 0.900 5.392 -4.456
C 2.213 5.431 -5.253
C 0.506 6.765 -3.896
C 2.515 1.828 -3.653
I 2.522 -0.239 -2.974
C 2.510 1.793 -5.180
C 1.173 1.419 -5.801
P -1.143 1.412 -2.108
O -1.963 1.013 -3.281
O -2.112 2.087 -0.957
O -0.619 0.005 -1.402
H -2.901 4.469 -2.820
H 0.073 6.687 -0.688
H -0.960 6.083 0.551
H 1.121 5.100 0.854
H -0.019 3.850 0.473
H 2.137 5.066 -1.358
H 2.234 3.559 -0.508
H 3.036 5.034 -4.655
H 2.137 4.825 -6.151
H 2.479 6.448 -5.539
H 0.838 7.576 -4.548
H 1.050 6.894 -2.959
H -0.567 6.828 -3.770
H 3.435 2.281 -3.293
H 2.893 2.718 -5.605
H 3.224 1.024 -5.495
H 0.440 2.218 -5.730
H 1.329 1.238 -6.868
H 0.795 0.484 -5.396
H -1.613 2.103 -0.129
H -0.156 0.246 -0.587
C -3.472 3.580 2.234
C -2.570 4.709 2.396
N -1.857 5.601 2.514
H -3.086 2.694 2.734
H -4.448 3.799 2.657
H -3.605 3.340 1.178
C 2.745 -4.525 -4.572
C 3.458 -3.736 -5.562
N 4.017 -3.093 -6.332
H 2.844 -4.078 -3.583
H 1.685 -4.579 -4.813
H 3.137 -5.540 -4.528
C -7.574 1.909 2.090
C -6.345 1.619 2.807
N -5.373 1.391 3.376
H -8.193 2.607 2.653
H -7.363 2.347 1.115
H -8.155 1.003 1.933
C -5.738 -1.546 5.752
C -6.593 -1.551 6.928
N -7.262 -1.545 7.861
H -4.687 -1.490 6.034
H -5.875 -2.451 5.165
H -5.955 -0.695 5.106
C -8.645 1.808 7.593
C -8.908 2.182 6.214
N -9.112 2.482 5.124
H -9.483 2.067 8.237
H -8.471 0.737 7.690
H -7.762 2.316 7.978
C -1.889 -1.011 1.951
C -1.253 0.271 2.205
N -0.748 1.284 2.405
H -1.389 -1.809 2.491
H -2.928 -0.998 2.265
H -1.859 -1.249 0.889
C -2.666 -5.277 0.700
C -3.040 -4.242 1.646
N -3.360 -3.419 2.381
H -1.618 -5.559 0.805
H -3.260 -6.176 0.854
H -2.821 -4.954 -0.328
C 0.556 9.798 1.378
C 1.277 8.792 0.619
N 1.864 7.999 0.032
H -0.376 10.078 0.888
H 0.314 9.430 2.373
H 1.162 10.692 1.495
C -4.004 -1.369 -1.999
C -4.328 -2.782 -1.881
N -4.583 -3.900 -1.807
H -3.755 -1.101 -3.024
H -4.837 -0.744 -1.683
H -3.141 -1.114 -1.385
C 4.008 -5.403 -9.131
C 2.788 -6.070 -9.553
N 1.831 -6.609 -9.891
H 4.530 -4.963 -9.979
H 3.804 -4.604 -8.419
H 4.691 -6.103 -8.652
C -4.108 0.363 9.106
C -5.145 1.329 9.428
N -5.986 2.075 9.656
H -3.653 -0.054 9.999
H -4.515 -0.466 8.531
H -3.317 0.823 8.512
C 6.739 -8.179 -10.906
C 6.615 -6.773 -11.253
N 6.506 -5.663 -11.522
H 7.350 -8.304 -10.014
H 5.760 -8.615 -10.712
H 7.204 -8.737 -11.717
C 5.677 -0.102 -0.348
C 5.347 -1.507 -0.177
N 5.085 -2.614 -0.017
H 5.913 0.130 -1.385
H 4.846 0.537 -0.054
H 6.535 0.172 0.262
C -4.506 -6.831 4.412
C -4.257 -7.713 3.283
N -4.053 -8.394 2.382
H -4.682 -7.405 5.320
H -3.654 -6.175 4.585
H -5.379 -6.208 4.229
C -0.282 -1.331 11.032
C -1.662 -1.694 10.750
N -2.749 -1.984 10.526
H 0.202 -0.940 10.139
H -0.233 -0.568 11.807
H 0.282 -2.197 11.372
C 8.733 -2.805 -11.320
C 9.968 -2.916 -10.560
N 10.944 -3.010 -9.965
H 8.026 -2.140 -10.825
H 8.922 -2.409 -12.316
H 8.253 -3.777 -11.430
C 0.583 -1.226 4.936
C -0.363 -1.419 6.023
N -1.108 -1.568 6.884
H 1.565 -0.947 5.314
H 0.702 -2.137 4.351
H 0.254 -0.438 4.261
C -1.967 -10.493 0.176
C -1.202 -9.272 0.359
N -0.616 -8.299 0.517
H -1.518 -11.317 0.729
H -2.986 -10.356 0.536
H -2.008 -10.771 -0.875
C 7.165 -1.708 3.303
C 7.030 -0.288 3.016
N 6.916 0.827 2.772
H 7.781 -1.866 4.187
H 6.191 -2.160 3.479
H 7.628 -2.228 2.467
C 4.785 8.934 2.554
C 3.728 9.841 2.970
N 2.872 10.543 3.275
H 5.277 8.491 3.418
H 4.378 8.130 1.941
H 5.536 9.460 1.967
```

Values from the calculation:
E_tot: -4196.5610 hartree
multiplicity: 1
charge: -1
frontier orbital gap: 5.23 eV
E_HOMO: -3.81 eV

Mulliken population analysis, charges in e, atoms 1 to 99: C -0.421; C -0.533; C 0.312; C -0.013; C -1.422; In 1.136; N -0.358; C 0.535; C -1.076; C -1.162; C -1.026; I -0.147; C -0.465; C -1.120; P 0.158; O -0.655; O -0.290; O -0.365; H 0.449; H -0.061; H 0.170; H 0.481; H -0.186; H 0.433; H 0.425; H 0.125; H 0.226; H 0.460; H 0.543; H 0.048; H 0.261; H 0.479; H 0.222; H 0.493; H 0.253; H 0.434; H 0.267; H 0.075; H 0.187; C -0.505; C 0.279; N -0.504; H 0.103; H 0.387; H 0.221; C -0.779; C 0.425; N -0.454; H 0.260; H 0.253; H 0.317; C -0.998; C 0.518; N -0.445; H 0.328; H 0.329; H 0.324; C -0.239; C 0.346; N -0.495; H 0.181; H 0.284; H -0.042; C -0.596; C 0.380; N -0.405; H 0.307; H 0.110; H 0.181; C -0.519; C 0.217; N -0.538; H 0.327; H 0.352; H 0.227; C -0.739; C 0.453; N -0.425; H 0.298; H 0.172; H 0.215; C -1.141; C 0.604; N -0.448; H 0.330; H 0.305; H 0.404; C -0.244; C 0.327; N -0.467; H 0.312; H 0.316; H -0.229; C -0.507; C 0.369; N -0.413; H 0.175; H 0.118; H 0.225


# 4
Computed, not measured: 6 unconnected molecules or ions with the total composition C44H60F42N2O9P3S in a non-equilibrium geometry, with ωB97M-V with the def2-TZVPD basis set.

The geometry in XYZ format:
```
161
C44H60F42N2O9P3S (ωB97M-V with the def2-TZVPD basis set)
C 4.472 -2.637 0.023
C 4.608 -1.334 0.786
O 4.640 -1.375 1.999
N 4.695 -0.122 0.136
C 5.430 0.866 0.933
C 5.105 -0.083 -1.270
C 4.570 1.155 -2.035
C 3.355 1.865 -1.410
C 2.078 1.086 -1.727
C 0.696 1.484 -1.140
P 1.018 2.024 0.633
S 1.763 0.673 1.835
O -0.040 0.309 -1.055
P -1.535 0.133 -2.039
C -0.500 -0.617 -3.446
C -2.605 0.845 -0.584
C -2.017 0.734 0.791
N -2.515 1.254 1.839
C -3.053 0.118 -3.205
C -3.305 -1.158 -3.989
F -4.696 -1.474 -4.012
P -1.818 -1.840 -0.885
C -3.580 -2.386 -1.105
O -1.027 -3.077 -1.743
O -1.183 1.795 -2.613
C -0.162 2.512 -2.017
C -0.795 3.611 -1.127
C 0.728 3.343 -3.003
C 1.032 2.936 -4.460
C 2.522 2.851 -4.790
F 0.458 1.727 -4.834
H 3.759 -3.244 0.582
H 4.127 -2.569 -1.005
H 5.437 -3.149 0.063
H 6.265 0.398 1.463
H 4.765 1.327 1.666
H 5.813 1.637 0.264
H 6.205 -0.067 -1.321
H 4.799 -0.985 -1.791
H 4.246 0.805 -3.023
H 5.376 1.871 -2.215
H 3.538 1.988 -0.341
H 3.344 2.870 -1.846
H 1.950 1.095 -2.817
H 2.226 0.038 -1.450
H -0.153 2.581 1.148
H 1.844 3.161 0.509
H -0.795 -0.139 -4.386
H 0.569 -0.447 -3.325
H -0.660 -1.692 -3.537
H -3.581 0.343 -0.562
H -2.837 1.890 -0.805
H -1.074 0.189 0.867
H -1.868 1.029 2.593
H -3.987 0.433 -2.732
H -2.815 0.910 -3.923
H -3.021 -1.072 -5.039
H -2.814 -2.035 -3.566
H -3.602 -3.250 -1.769
H -3.942 -2.695 -0.119
H -4.256 -1.622 -1.486
H -0.544 -3.594 -1.095
H -0.034 4.277 -0.701
H -1.433 4.223 -1.773
H -1.431 3.208 -0.343
H 0.275 4.336 -3.056
H 1.688 3.487 -2.499
H 0.590 3.694 -5.116
H 3.107 3.543 -4.179
H 2.693 3.109 -5.838
H 2.876 1.828 -4.644
C -0.078 0.037 6.445
C -1.187 0.837 5.753
C -1.531 2.225 6.299
F -2.017 2.127 7.559
F -2.477 2.785 5.523
F -2.304 0.096 5.648
F -0.672 1.056 4.510
O -0.474 -0.976 7.354
C -0.644 -0.741 8.674
C -2.077 -1.062 9.126
F -2.957 -0.280 8.478
F -2.180 -0.813 10.454
F -0.287 0.504 9.039
F 0.166 -1.599 9.359
H 0.396 -0.502 5.628
H 0.680 0.692 6.875
H -0.645 2.865 6.302
H -2.301 -2.112 8.933
C -9.446 -0.802 -2.742
C -8.331 -0.241 -1.850
C -6.954 -0.890 -1.987
F -7.019 -2.188 -1.617
F -6.096 -0.248 -1.165
F -8.726 -0.232 -0.561
F -8.168 1.057 -2.248
O -10.338 -1.720 -2.137
C -10.132 -3.060 -2.159
C -10.039 -3.644 -0.740
F -9.006 -3.107 -0.074
F -9.843 -4.981 -0.837
F -9.075 -3.417 -2.907
F -11.230 -3.636 -2.725
H -10.067 0.061 -2.979
H -9.041 -1.182 -3.679
H -6.581 -0.824 -3.011
H -10.967 -3.452 -0.200
C -6.124 -6.357 -3.989
C -5.945 -7.390 -5.107
C -6.071 -8.871 -4.732
F -5.096 -9.234 -3.876
F -5.945 -9.616 -5.855
F -4.793 -7.187 -5.769
F -6.979 -7.172 -5.982
O -4.948 -5.821 -3.439
C -4.327 -6.377 -2.360
C -2.872 -6.742 -2.686
F -2.837 -7.643 -3.692
F -2.311 -7.306 -1.593
F -5.005 -7.433 -1.868
F -4.275 -5.440 -1.393
H -6.609 -5.511 -4.475
H -6.809 -6.725 -3.223
H -7.047 -9.073 -4.284
H -2.317 -5.845 -2.966
C 5.645 6.663 -1.541
C 5.890 5.148 -1.522
C 7.220 4.656 -0.942
F 8.253 5.113 -1.680
F 7.241 3.306 -0.977
F 5.705 4.628 -2.751
F 4.930 4.638 -0.696
O 5.868 7.316 -2.773
C 7.070 7.854 -3.108
C 7.624 7.228 -4.397
F 7.812 5.906 -4.229
F 8.817 7.798 -4.678
F 7.965 7.789 -2.108
F 6.873 9.169 -3.383
H 4.574 6.764 -1.371
H 6.155 7.156 -0.713
H 7.334 4.987 0.094
H 6.932 7.400 -5.222
C 5.208 -1.067 7.649
C 6.494 -0.257 7.856
C 6.351 1.209 8.281
F 5.731 1.926 7.325
F 7.586 1.729 8.466
F 7.290 -0.343 6.776
F 7.142 -0.857 8.906
O 4.778 -1.231 6.320
C 3.921 -0.355 5.722
C 4.524 0.269 4.453
F 5.656 0.938 4.775
F 3.637 1.144 3.950
F 3.493 0.598 6.578
F 2.833 -1.052 5.328
H 5.467 -2.072 7.979
H 4.411 -0.707 8.301
H 5.792 1.285 9.217
H 4.747 -0.506 3.717
```

Values from the calculation:
E_tot: -8115.9599 hartree
multiplicity: 1
charge: -1
frontier orbital gap: 5.98 eV
E_HOMO: -4.26 eV

Mulliken population analysis, charges in e, atoms 1 to 99: C -1.535; C 0.654; O -0.631; N 0.811; C -0.953; C -1.304; C -0.840; C 0.356; C -1.817; C 1.305; P -0.268; S -0.273; O 0.163; P 2.110; C -1.373; C -1.768; C -0.260; N -1.006; C -0.749; C -0.470; F -0.316; P -0.359; C -0.073; O -0.420; O -0.703; C 1.613; C -2.698; C -0.659; C 0.115; C -1.070; F -0.303; H 0.390; H 0.413; H 0.278; H 0.398; H 0.128; H 0.247; H 0.146; H 0.490; H 0.494; H 0.075; H 0.471; H 0.079; H -0.672; H 0.805; H 0.302; H -0.004; H 0.241; H -0.241; H 0.607; H 0.423; H 0.652; H 0.963; H 0.129; H 0.401; H 0.690; H 0.277; H 0.054; H -0.089; H 0.667; H -0.492; H 0.297; H 0.509; H 0.558; H 0.511; H 0.591; H -0.396; H 0.412; H 0.162; H 0.399; H 0.248; C -0.778; C 0.997; C 0.072; F -0.256; F -0.252; F -0.320; F -0.215; O -0.378; C 0.872; C 0.173; F -0.223; F -0.271; F -0.295; F -0.323; H 0.351; H 0.348; H 0.295; H 0.238; C -0.848; C 0.956; C 0.193; F -0.258; F -0.252; F -0.287; F -0.336; O -0.406; C 0.799; C 0.185